C5H12O2 | the ωB97M-V functional and the def2-TZVPD basis

The geometry in XYZ format:
```
19
C5H12O2 (the ωB97M-V functional and the def2-TZVPD basis)
C -2.546 1.365 -0.313
C -1.517 0.410 0.323
C -0.540 -0.134 -0.629
C 0.812 0.172 -0.583
C 1.501 0.613 0.608
O 1.294 2.079 0.747
H -2.573 2.507 -0.035
H -3.655 0.961 -0.219
H -2.296 1.364 -1.465
H -2.074 -0.381 0.908
H -0.895 0.966 1.114
H -0.969 -0.902 -1.324
H 1.265 0.043 -1.498
H 2.465 0.511 0.189
H 1.403 0.021 1.486
H 2.075 2.631 0.543
O 0.820 -3.948 -0.122
H 1.003 -4.260 -1.002
H 1.071 -3.072 -0.129
```

Computed properties:
Energy relative to the best compared isomer or geometry (same formula, charge and spin) in kJ/mol: 330.2
Gap between HOMO and LUMO in eV: 9.7